(1)
92
Properties=species:S:1:pos:R:3 method="wB97M-V/def2-TZVPD" lumo_ev=-10.1 charge=+3
Ir -0.98569 0.48608 0.38078
P -1.02997 -0.14484 -1.90574
P 1.35108 0.28219 0.77478
O 1.68161 -0.68451 -1.65845
C 3.62337 0.55396 -2.52792
C 0.07413 -2.83425 -4.77030
C 2.65400 0.27560 -1.58717
C -1.19086 -1.59169 4.59914
C 4.41350 2.32381 -1.07158
C 1.40322 2.53009 2.38112
C 1.64102 1.15246 2.33153
C -1.31387 -3.25306 2.72881
C -0.71933 -2.03975 -3.95897
C -3.24958 0.00458 0.70908
C -4.02991 2.40679 0.59072
C 3.43812 2.01700 -0.13217
C 3.81094 -2.85102 1.49630
C 3.04833 -3.95779 1.14829
C 1.99316 0.47913 3.50041
C 2.53696 0.98793 -0.39203
C 1.44452 -2.91079 -4.55685
C -0.12621 -1.30961 -2.92428
C 4.50471 1.59563 -2.25119
C -4.71961 0.83885 -3.30542
C 1.32166 3.16159 -2.43339
C 1.25755 -1.39132 -2.74552
C -3.44375 -1.41297 -2.27546
C -5.41844 -0.34768 -3.14036
C 0.87386 3.92962 -1.35760
C -0.23087 3.52190 -0.64783
C 1.85897 2.54061 4.74049
C -2.43540 -1.02522 1.25776
C -0.86225 -1.84986 3.11665
C -1.34648 0.61685 2.66205
C 1.74494 -3.79265 0.69644
C -0.37688 1.52676 -2.07661
C 1.20005 -2.52196 0.60740
C -3.12251 1.33395 1.12183
C -4.77997 -1.47596 -2.63292
C -3.37577 0.91126 -2.95716
C -2.73927 -0.21491 -2.43694
C -1.51966 -0.76105 2.29667
C 0.73039 1.94321 -2.77288
C 2.09947 1.17601 4.69918
C 3.26806 -1.57888 1.40439
C -0.89363 2.31204 -0.98795
C 1.94856 -1.41094 0.97825
C 2.05502 -2.19177 -3.53473
C -2.10308 1.62920 2.08391
C 1.51623 3.22126 3.57560
H 3.70310 -0.00770 -3.44809
H -5.32424 -2.40492 -2.52680
H -0.76334 -2.39252 5.20062
H 0.21885 -1.76295 2.98435
H -2.38002 -3.38755 2.92558
H 3.87970 -0.72015 1.65754
H -2.26892 -1.59213 4.76966
H 1.14745 1.33384 -3.56445
H 2.04989 -3.54532 -5.19055
H 1.36035 4.86841 -1.13026
H -1.94353 2.65457 2.39473
H -5.21402 1.70512 -3.72429
H -0.65873 4.17264 0.10606
H -0.77944 -3.98068 3.33735
H 2.16306 3.51543 -3.01701
H -1.96781 2.34592 -0.89393
H -3.67269 2.84529 -0.34386
H 5.28150 1.82984 -2.96730
H 2.19177 -0.58369 3.49037
H -3.97554 -0.25056 -0.05122
H -6.46144 -0.40262 -3.42245
H 4.83080 -2.97694 1.83365
H 1.15901 -4.65566 0.40792
H 1.13493 3.06482 1.47745
H 3.11636 -2.27725 -3.34572
H -0.77974 -0.65249 4.96794
H -2.58427 -2.04240 0.92393
H -2.95002 -2.29876 -1.88875
H 1.34732 4.28979 3.60342
H 3.47504 -4.94937 1.21902
H -0.60490 0.87393 3.40404
H -1.11441 -3.49947 1.68651
H 1.94846 3.07851 5.67480
H 5.12075 3.11685 -0.87150
H 2.38095 0.64741 5.60032
H -5.01570 1.99304 0.38386
H 3.39948 2.56355 0.80032
H -1.78159 -1.97784 -4.14606
H -4.13462 3.21244 1.31550
H 0.19345 -2.39234 0.22619
H -0.37865 -3.39536 -5.57570
H -2.82903 1.83137 -3.12330

=====

(2)
105
Properties=species:S:1:pos:R:3 method="wB97M-V/def2-TZVPD" spin_multiplicity=3 lumo_ev="-0.5 / 0.2" relative_energy_kcal_mol=0.0
Te -1.64028 -2.22924 -1.70651
V 0.92173 0.43813 1.42712
S 2.43150 1.86439 -1.56453
O 1.38668 2.85047 -1.38403
O 3.79204 2.34437 -1.66771
O 1.03247 -1.51371 1.18078
O 1.87818 -1.16041 3.91546
O -0.71072 2.61995 3.87944
N 0.62692 0.74680 3.47056
N -1.42553 -1.83844 3.98567
N 0.52066 2.46795 1.32409
N -1.21892 0.16806 1.21406
N 2.27816 0.84183 -0.29143
N 1.13863 -3.60117 0.30085
N -0.03488 6.47963 2.15433
N 3.17469 0.41760 1.65016
N -1.88069 -5.24967 1.44622
C 3.11688 0.70860 -3.97192
C 1.12197 -0.27543 4.29878
C -3.77320 0.74879 3.19695
C -2.73978 0.41142 -2.86837
C 5.16278 -0.87343 2.06696
C -3.59371 0.62015 -5.13803
C -0.09364 1.68573 4.25033
C -1.19822 -4.34791 1.64205
C 0.19200 5.18817 1.72111
C -4.38015 0.84216 0.77581
C 1.15620 -2.58534 -2.73702
C 1.13754 -0.25140 -7.02264
C -0.47638 -3.14150 1.96710
C 2.19197 -3.03188 -3.56652
C -2.95302 -1.51669 -4.32386
C -0.38408 -4.12310 -3.82286
C 0.51930 -0.85315 6.83843
C -0.82336 0.87916 7.91081
C 4.53008 -0.27232 -0.17471
C 0.47634 0.28579 -4.65739
C -2.54960 -0.94159 -3.08343
C -3.71507 0.01881 1.88224
C 0.65124 -4.50312 -4.66763
C -2.29681 -0.00383 1.53784
C 0.59074 -2.67896 1.16575
C -3.18164 1.19982 -3.91971
C -3.45146 -0.73049 -5.35491
C -4.27811 -1.40253 1.81561
C 4.01631 -0.16448 2.49483
C 0.77601 0.83144 -3.43175
C -0.66368 3.07841 1.00197
C -0.77030 1.67309 6.77153
C 3.40096 0.32319 0.36096
C 1.55043 3.24167 1.73017
C 1.45864 4.64426 1.87485
C 5.38951 -0.92420 0.70576
C 1.90968 -3.94674 -4.58709
C -1.02029 -2.39307 3.06690
C 0.54683 -0.06802 5.68708
C 2.09903 1.06801 -3.05892
C 2.84057 0.19252 -5.21356
C -0.80640 4.42160 1.14939
C -0.21309 -0.37512 7.90984
C 1.48415 0.07807 -5.60495
C -0.12526 -3.10462 -2.90309
C -0.10656 1.12654 5.64642
H 2.67516 -4.27100 -5.27522
H 4.15310 1.00542 -3.69334
H -1.44800 2.45123 0.61688
H 3.64638 -0.07279 -5.93347
H 0.90587 -1.87810 6.82182
H -0.28234 -1.04267 8.77054
H -2.40012 0.91776 -1.97521
H 1.29632 -1.77125 -2.03277
H -3.69486 -1.10365 -6.34473
H 0.24103 -0.89649 -7.07768
H -0.81945 7.00452 1.79699
H 1.72124 -3.29628 -0.47106
H 2.56632 2.74277 1.82212
H -3.47655 0.10614 4.01834
H -3.81488 1.29007 -5.98875
H 0.76417 -4.51276 0.37235
H -1.29901 1.18533 8.79457
H -4.28662 0.33853 -0.17329
H -3.96716 -1.88521 0.89378
H 3.17374 -2.60761 -3.38881
H 3.75932 -0.04206 3.54351
H -4.08081 -2.04515 2.64310
H 0.78707 7.03891 2.32610
H -3.11980 2.29028 -3.89501
H -4.82447 1.04510 3.32358
H -3.88337 1.80335 0.58460
H -5.42295 1.01683 0.95757
H 4.72804 -0.40818 -1.20308
H -2.73351 -2.56725 -4.45064
H 6.30727 -1.43429 0.28147
H -1.73630 4.90811 1.04287
H -5.34009 -1.24513 1.75978
H 1.97292 -0.75975 -7.53940
H 0.85721 0.59361 -7.66612
H 0.48907 -5.27451 -5.41684
H -0.56586 0.26255 -4.93114
H -1.27859 2.60966 6.61958
H 5.72540 -1.43376 2.80565
H 2.25896 5.21575 2.35122
H -1.36254 -4.51870 -3.91114
H -3.12524 1.70841 3.27570
H -0.06213 1.12721 -2.75006

=====

(3)
106
Properties=species:S:1:pos:R:3 method="wB97M-V/def2-TZVPD" lumo_ev=2.3 relative_energy_kcal_mol=183.7 charge=-1
Y -0.26427 0.31989 -0.18132
S 0.46529 2.55296 1.47800
P 0.41980 -1.09670 -2.59993
P 1.82780 -1.52226 -0.11250
O -0.86700 0.61702 -3.88461
O 1.03659 0.10228 1.33905
O -5.42406 -2.44330 3.89192
O -2.13282 -1.13844 -0.67465
O -5.53641 -2.97267 1.74469
O -1.75521 3.25548 0.68121
O -4.00937 -2.41663 -0.31893
O -0.63100 1.66657 2.07826
N -3.13282 -0.94363 3.50967
N -1.03778 1.16401 -2.57712
N -1.44179 2.53414 -0.31684
N 1.12390 -2.32865 -1.55407
N -1.91286 -0.45814 1.70031
C -3.86850 -2.91055 -3.28824
C 1.58488 2.57783 4.09227
C -1.24676 6.09470 2.79837
C 0.61184 6.63363 1.38090
C -2.51597 -1.05744 -2.54409
C 1.02165 -1.83679 -6.63380
C 5.80580 -3.87970 0.15069
C -0.98685 -3.61072 2.16656
C 4.59907 -4.55910 0.27556
C 0.69775 -2.76823 3.64608
C -2.04400 -0.29716 3.08057
C -3.75613 -1.57306 2.49537
C -3.08940 -1.66699 0.00982
C -1.85799 3.05016 -1.44810
C -3.77618 -1.61397 -2.82182
C 4.12517 3.09186 3.09290
C 1.15320 -1.54795 -4.23758
C -1.83185 3.00689 -3.99237
C 0.42147 -1.52055 -5.42461
C -1.52582 2.34566 -2.68320
C 2.51199 -1.85097 -4.30478
C 2.66280 2.71571 4.95525
C -0.43324 7.04899 2.18110
C 1.77552 2.70493 2.72542
C -0.30496 -3.03781 1.08683
C 3.93394 2.97301 4.46111
C -1.01327 4.74918 2.60993
C 3.40065 -3.86540 0.20689
C -4.97449 -2.36478 2.76667
C -2.97861 -1.26679 1.40713
C -1.25750 0.34355 4.19724
C 4.60304 -1.81501 -0.11256
C -2.73841 -3.68758 -3.49595
C -0.49267 -3.47783 3.44479
C 3.11497 -2.16870 -5.51411
C 1.36404 -2.20985 2.57937
C 5.80692 -2.50692 -0.04395
C -1.30393 -1.84819 -2.83099
C 0.84927 5.27083 1.19499
C 0.87353 -2.33646 1.26857
C 0.04410 4.32921 1.80481
C 3.04817 2.95447 2.23086
C -1.47589 -3.14208 -3.27565
C 3.39084 -2.48465 0.01354
C -2.60286 4.34471 -1.54347
C 2.36927 -2.16825 -6.68255
H -2.90731 2.97402 -4.17700
H -2.44551 -0.03739 -2.23944
H 4.17042 -2.40900 -5.54153
H 5.11404 3.28558 2.69623
H 0.43298 -1.82043 -7.54230
H 1.25043 7.36256 0.89668
H -1.84846 1.12139 4.68282
H 3.12263 -1.83065 -3.40815
H 4.77142 3.07673 5.13971
H 1.74953 -2.95990 -2.04736
H 2.27985 -1.66217 2.75866
H -4.66725 -1.02583 -2.65350
H 3.20676 3.03579 1.16167
H -2.83083 -4.70499 -3.85358
H 2.83631 -2.41445 -7.62797
H 1.67271 4.95774 0.56154
H -3.07703 4.58226 -0.59524
H -0.62223 8.10494 2.32996
H -0.71897 -3.15389 0.09090
H -0.61468 -0.30920 -3.61517
H -0.98605 -0.39668 4.96145
H 2.46534 -4.40420 0.30922
H 4.59262 -5.63090 0.43104
H 6.74398 -1.97246 -0.14053
H 1.09787 -2.65387 4.64692
H -1.51224 4.04837 -3.96491
H 6.74202 -4.42134 0.20806
H -0.60306 -3.75550 -3.48117
H -1.64965 4.01319 3.08265
H -2.07151 6.41111 3.42527
H 0.60405 2.37789 4.49414
H -0.62795 -1.25517 -5.41792
H -1.92298 5.16122 -1.80519
H -5.02893 -2.80201 0.89086
H -1.01899 -3.91665 4.28452
H -3.38060 4.28587 -2.30652
H -4.84712 -3.33644 -3.48024
H 4.61108 -0.74169 -0.26553
H 2.50555 2.61837 6.02215
H -3.44456 -0.98531 4.46728
H -1.32575 2.51485 -4.81503
H -1.90756 -4.15398 1.98836
H -0.33293 0.76852 3.79926

=====

(4)
110
Properties=species:S:1:pos:R:3 method="wB97M-V/def2-TZVPD" spin_multiplicity=3 lumo_ev="2.0 / 2.0" relative_energy_kcal_mol=8.8 charge=-1
Ti 1.10162 -0.41466 -2.26929
Cl -0.78069 -3.00566 -2.23152
S -1.80057 -2.68084 1.60066
S 3.17683 -2.07075 -2.12347
S 3.64940 1.31506 -2.60472
P -2.53775 0.26206 0.34145
P 0.75454 -0.79403 1.56478
O 2.12729 -1.94400 -3.21393
O -0.41060 -1.66187 -1.64047
O -2.04686 -3.33554 -1.66740
O -1.87979 -4.10039 2.02331
O 2.52493 -1.18989 -1.05534
O 0.21537 -3.93973 -1.88125
O -0.88558 -2.81974 -3.64412
O 3.38797 1.52444 -1.18550
O 3.98288 2.52158 -3.32209
O 2.37224 0.70214 -3.21778
O 3.41192 -3.41671 -1.69440
N -0.53906 0.18105 -3.71996
N 0.57026 1.41865 -1.13720
C 2.40939 -2.30302 3.29253
C -3.91359 2.02604 -1.51082
C -5.16711 -0.40959 1.13963
C -2.20694 -1.86508 4.22705
C 3.15408 -3.41793 3.63033
C 7.13543 -0.34503 -3.52553
C 0.41066 2.82247 -1.57070
C 1.83391 -3.31631 1.19202
C -0.09468 -0.07427 4.21787
C -3.45710 0.75494 -1.17461
C 5.73993 -2.18895 -2.82076
C -0.87903 -0.22005 5.34765
C -4.51390 -3.00749 1.87790
C -4.52501 2.25677 -2.73765
C -2.75323 1.47424 2.83393
C 3.39892 2.91474 2.28166
C 1.74884 -2.24302 2.06455
C -3.52730 -2.12339 1.46395
C 0.08999 2.57107 -4.11205
C -2.54976 2.48804 3.75657
C -6.15396 -1.27458 1.57779
C -4.24410 -0.05316 -3.31723
C 2.01275 3.01621 2.28532
C -2.56901 1.70150 1.46652
C -1.93420 -1.12589 5.36154
C 6.95051 -1.73206 -3.26101
C -1.94186 3.98232 1.98549
C 6.08667 0.51960 -3.32372
C -0.51379 3.01953 -2.77085
C 1.23942 1.88247 2.10429
C -5.82993 -2.58071 1.92603
C -3.63770 -0.28584 -2.09539
C -0.50873 1.29529 -4.68701
C -2.13645 2.96541 1.06145
C -4.68600 1.22423 -3.64665
C -3.83863 -0.82574 1.06066
C 4.83705 0.09176 -2.86080
C -1.42557 -1.70186 3.08745
C -0.34150 -0.82169 3.06088
C 3.22370 0.54472 1.89884
C 3.99730 1.68374 2.07565
C 2.58251 -4.43656 1.52973
C 1.83690 0.62782 1.93735
C -2.15113 3.75013 3.33638
C 4.63645 -1.32777 -2.60514
C 3.24340 -4.48678 2.74339
H 2.65786 -5.25109 0.82209
H 1.40811 3.19209 -1.81489
H 2.34055 -1.47213 3.98703
H -1.34603 0.28691 -3.11473
H -4.36102 -0.87231 -4.01513
H -3.05249 0.49485 3.18688
H 1.49992 1.37678 -0.69816
H 1.16176 2.43408 -3.99037
H -3.02353 -2.57202 4.21693
H 1.34264 -3.27994 0.23735
H -1.46755 2.50585 -2.58251
H 1.53365 3.98030 2.41115
H 4.00867 3.79829 2.42335
H -1.53130 1.49147 -5.03354
H -1.98693 4.54021 4.05798
H 0.72813 0.62786 4.23329
H -0.75281 4.08558 -2.81820
H -2.53764 -1.25350 6.25141
H -3.83708 2.84659 -0.80788
H -5.42507 0.59945 0.83886
H 3.84002 -5.35332 3.00191
H -0.65690 0.36805 6.23018
H -5.15559 1.40916 -4.60444
H -3.28429 -1.28625 -1.86088
H -0.69970 -0.69678 -4.20765
H 0.07819 0.97499 -5.54796
H 5.07576 1.60551 2.02758
H 0.15561 1.97292 2.09751
H -6.60639 -3.26563 2.24369
H 7.76395 -2.43076 -3.41131
H -1.90116 3.16152 0.02101
H 5.59525 -3.24334 -2.62335
H -1.61021 4.95493 1.64329
H 6.20556 1.57777 -3.52199
H -4.21835 -4.01342 2.14936
H -0.04772 3.35424 -4.86150
H -0.10929 1.17296 -0.42530
H 8.08666 0.02712 -3.88274
H 3.67019 -3.45466 4.58220
H 3.70084 -0.40344 1.68809
H -4.87387 3.25363 -2.97757
H -7.18036 -0.93464 1.63639
H -2.69335 2.28103 4.80990
H 0.04337 3.41166 -0.72355

=====

Energy, record by record: -71824.3214, -115850.0458, -102682.8419, -160638.1027 eV